(1)
ORCA calculation (ωB97M-V with the def2-TZVPD basis set) on a molecular structure, C40H31BrInN4O7S2.

The geometry in XYZ format:
```
86
Properties=species:S:1:pos:R:3
In -0.467 -0.673 -0.575
C -1.965 6.897 -3.288
C -2.131 5.444 -2.949
C -1.230 4.803 -2.099
C -1.358 3.459 -1.804
C -2.406 2.744 -2.370
C -3.321 3.355 -3.213
C -3.176 4.705 -3.494
S -2.583 1.040 -1.994
O -3.649 0.507 -2.795
O -2.668 0.875 -0.550
N -1.155 0.349 -2.308
C -0.801 -0.117 -3.569
C -1.325 0.300 -4.766
C -0.857 -0.229 -5.986
C 0.135 -1.166 -6.023
C 0.698 -1.622 -4.808
C 1.731 -2.583 -4.762
C 2.232 -2.990 -3.557
C 1.688 -2.441 -2.386
N 0.730 -1.542 -2.387
C 0.228 -1.108 -3.584
H -1.367 7.413 -2.539
H -2.929 7.397 -3.363
H -1.462 7.009 -4.250
H -0.418 5.370 -1.662
H -0.662 2.966 -1.136
H -4.134 2.780 -3.633
H -3.889 5.193 -4.147
H -2.111 1.041 -4.784
H -1.298 0.127 -6.907
H 0.499 -1.566 -6.959
H 2.114 -2.989 -5.689
H 3.024 -3.720 -3.485
H 2.044 -2.767 -1.416
O 1.151 -1.728 0.519
S 2.442 -1.041 0.972
C 3.587 -2.390 1.088
C 4.940 -2.096 1.029
C 5.853 -3.135 1.135
C 5.404 -4.439 1.285
C 4.043 -4.717 1.326
C 3.119 -3.689 1.230
C 2.162 -0.643 2.676
C 2.679 0.552 3.147
C 2.462 0.895 4.475
C 1.732 0.051 5.297
C 1.208 -1.139 4.803
C 1.423 -1.497 3.483
H 5.278 -1.075 0.900
H 6.913 -2.927 1.092
H 6.119 -5.247 1.364
H 3.703 -5.738 1.438
H 2.057 -3.885 1.249
H 3.225 1.214 2.487
H 2.856 1.826 4.861
H 1.559 0.324 6.329
H 0.628 -1.784 5.448
H 0.998 -2.405 3.077
O -1.136 -0.409 1.525
C -0.585 0.724 1.565
O 0.136 1.101 0.582
C -0.740 1.606 2.742
C -1.532 1.195 3.809
C -1.643 1.995 4.933
C -0.945 3.190 4.952
C -0.160 3.628 3.902
C -0.063 2.820 2.782
N -1.042 4.042 6.162
O -1.830 3.704 7.020
O -0.325 5.021 6.212
H -2.050 0.248 3.752
H -2.250 1.715 5.780
H 0.356 4.573 3.975
H 0.541 3.117 1.937
Br -4.463 -6.166 0.223
C -3.373 -4.676 -0.096
C -3.921 -3.404 -0.120
C -3.080 -2.334 -0.355
N -1.768 -2.491 -0.568
C -1.247 -3.721 -0.537
C -2.011 -4.845 -0.308
H -4.976 -3.241 0.041
H -3.456 -1.318 -0.377
H -0.180 -3.799 -0.706
H -1.558 -5.825 -0.297
```

## Properties
ΔE to the lowest compared entry with this formula, charge and spin   1.9 kcal/mol
Total charge   +1
Strongest force on any atom   0.33 eV/A
HOMO-LUMO gap   0.2895 Eh
E   -159157.89285 eV

***

(2)
ORCA calculation (ωB97M-V with the def2-TZVPD basis set) on a molecular structure, C40H31N4O5S2SnTe at a distorted geometry.

The geometry in XYZ format:
```
84
Properties=species:S:1:pos:R:3
Sn -0.248 1.117 0.987
C 4.698 0.140 1.052
C 3.341 0.089 1.379
N 2.536 1.124 1.306
C 3.029 2.306 0.913
C 4.394 2.469 0.582
C 5.227 1.340 0.650
C 4.892 3.747 0.207
C 4.082 4.830 0.206
C 2.704 4.710 0.549
C 1.856 5.828 0.583
C 0.541 5.658 0.940
C 0.080 4.367 1.188
N 0.848 3.301 1.141
C 2.156 3.446 0.870
H 5.308 -0.745 1.123
H 2.899 -0.834 1.731
H 6.275 1.432 0.407
H 5.937 3.826 -0.050
H 4.462 5.805 -0.057
H 2.252 6.803 0.341
H -0.138 6.491 1.007
H -0.957 4.185 1.424
S -2.603 2.007 0.815
C -3.289 0.993 -0.469
C -3.931 1.632 -1.528
C -4.524 0.915 -2.549
C -4.499 -0.470 -2.532
C -3.888 -1.123 -1.478
C -3.286 -0.401 -0.457
S -2.656 -1.342 0.931
H -3.962 2.711 -1.526
H -5.013 1.440 -3.356
H -4.978 -1.040 -3.312
H -3.895 -2.202 -1.425
N -3.381 -0.368 5.675
C -2.133 -0.577 6.146
O -1.853 -1.401 6.986
C -1.081 0.290 5.512
C -0.001 0.747 6.264
C 0.951 1.539 5.646
C 0.821 1.804 4.294
N -0.172 1.319 3.563
C -1.104 0.588 4.158
H -4.136 -0.906 6.072
H -3.609 0.383 5.048
H 0.074 0.474 7.306
H 1.789 1.930 6.201
H 1.535 2.416 3.765
H -1.894 0.218 3.511
C -0.660 -3.737 1.830
Te -0.548 -2.195 0.280
C -0.956 -3.951 -0.878
C 0.006 -4.898 -0.236
C 0.762 -5.809 -0.954
C 1.687 -6.605 -0.298
C 1.847 -6.495 1.072
C 1.087 -5.593 1.798
C 0.165 -4.786 1.151
H -1.700 -4.064 1.951
H -0.264 -3.478 2.811
H -0.777 -3.799 -1.938
H -1.995 -4.247 -0.712
H 0.641 -5.881 -2.024
H 2.289 -7.306 -0.856
H 2.569 -7.115 1.581
H 1.214 -5.515 2.868
O -0.778 -1.270 -1.835
C -0.528 -0.084 -2.219
O -0.230 0.843 -1.447
C -0.627 0.173 -3.672
C -1.021 1.433 -4.109
C -1.183 1.703 -5.463
C -0.877 0.690 -6.344
O -0.912 0.703 -7.699
C -0.371 -0.536 -8.113
O -0.238 -1.377 -6.986
C -0.471 -0.579 -5.903
C -0.368 -0.875 -4.570
H -1.208 2.194 -3.368
H -1.532 2.657 -5.818
H 0.623 -0.366 -8.561
H -1.032 -0.995 -8.856
H -0.070 -1.852 -4.225
```

## Properties
ΔE to the lowest compared entry with this formula, charge and spin   38.0 kcal/mol
Total charge   +1
Strongest force on any atom   1.22 eV/A
HOMO-LUMO gap   0.2474 Eh
E   -92972.96780 eV

***

(3)
ORCA calculation (ωB97M-V with the def2-TZVPD basis set) on a molecular structure, C40H31N6O3PtSSe.

The geometry in XYZ format:
```
83
Properties=species:S:1:pos:R:3
Pt -0.088 -0.234 0.201
O 0.128 -0.160 2.234
N 0.992 0.785 2.647
C 0.761 1.286 3.877
C 1.613 2.196 4.434
C 2.724 2.608 3.693
C 2.922 2.106 2.432
C 2.031 1.176 1.875
S 2.213 0.548 0.288
H -0.135 0.904 4.342
H 1.404 2.589 5.418
H 3.413 3.335 4.100
H 3.752 2.426 1.820
N 2.590 7.050 -6.245
C 2.196 6.221 -5.553
C 1.706 5.184 -4.686
C 2.364 4.911 -3.489
C 1.890 3.912 -2.659
C 0.762 3.166 -3.005
C 0.107 3.459 -4.202
C 0.573 4.456 -5.041
C 0.266 2.115 -2.091
C 0.120 0.784 -2.574
C 0.158 0.300 -3.891
C -0.297 -1.030 -3.866
C -0.564 -1.344 -2.549
N -0.283 -0.263 -1.770
C -0.220 2.535 -0.820
C -0.540 3.827 -0.384
C -1.160 3.707 0.874
C -1.198 2.362 1.183
N -0.627 1.660 0.163
H 3.243 5.481 -3.220
H 2.394 3.692 -1.726
H -0.782 2.901 -4.467
H 0.059 4.683 -5.965
H 0.432 0.876 -4.759
H -0.429 -1.688 -4.710
H -0.929 -2.260 -2.114
H -0.383 4.729 -0.951
H -1.563 4.502 1.479
H -1.612 1.850 2.037
C -2.929 -2.980 4.199
O -1.887 -3.597 3.454
C -0.629 -3.118 3.624
C -0.226 -2.269 4.644
C 1.107 -1.892 4.733
C 2.036 -2.336 3.805
C 1.637 -3.189 2.789
C 0.315 -3.583 2.704
N -0.132 -4.580 1.799
C 0.366 -4.987 0.652
C 1.233 -4.346 -0.247
C 1.960 -5.177 -1.147
C 2.789 -4.642 -2.081
C 2.867 -3.233 -2.191
C 2.129 -2.399 -1.403
C 1.266 -2.918 -0.399
O 0.467 -2.226 0.329
H -3.855 -3.415 3.835
H -2.936 -1.904 4.019
H -2.825 -3.187 5.267
H -0.942 -1.908 5.368
H 1.420 -1.240 5.538
H 3.070 -2.029 3.873
H 2.354 -3.556 2.066
H -0.890 -5.134 2.175
H 0.038 -5.986 0.379
H 1.865 -6.252 -1.048
H 3.362 -5.274 -2.744
H 3.502 -2.799 -2.953
H 2.158 -1.334 -1.568
Se -2.346 -1.056 0.590
C -3.597 -0.113 -0.496
C -3.301 0.801 -1.497
C -4.352 1.389 -2.186
N -5.639 1.137 -1.961
C -5.907 0.254 -1.002
C -4.940 -0.390 -0.250
H -2.286 1.062 -1.750
H -4.136 2.109 -2.968
H -6.957 0.047 -0.820
H -5.234 -1.098 0.515
```

## Properties
ΔE to the lowest compared entry with this formula, charge and spin   1.6 kcal/mol
Strongest force on any atom   0.43 eV/A
HOMO-LUMO gap (alpha / beta)   0.1546 / 0.2202 Eh
E   -136492.19307 eV
2S+1   2

***

(4)
ORCA calculation (ωB97M-V with the def2-TZVPD basis set) on a molecular structure, C40H32AlN4O2S4.

The geometry in XYZ format:
```
83
Properties=species:S:1:pos:R:3
Al 0.314 0.000 -0.066
N 2.821 -0.054 2.430
C 3.096 -0.197 1.135
N 2.177 -0.186 0.166
C 2.772 -0.354 -1.099
C 4.108 -0.492 -1.070
S 4.702 -0.409 0.547
C 1.869 -0.388 -2.234
C 2.143 -0.578 -3.537
S 0.692 -0.628 -4.468
C -0.242 -0.375 -3.043
N 0.501 -0.256 -1.942
N -1.575 -0.309 -3.043
H 1.877 0.071 2.749
H 3.557 -0.101 3.116
H 4.781 -0.645 -1.898
H 3.103 -0.698 -4.013
H -2.090 -0.429 -3.900
H -2.080 -0.125 -2.192
C -3.174 7.304 3.259
C -2.611 6.016 2.754
C -2.227 4.999 3.627
C -1.780 3.786 3.137
C -1.712 3.579 1.756
C -2.052 4.595 0.865
C -2.484 5.800 1.373
S -1.515 1.863 1.422
O -0.340 1.550 0.383
C -2.972 1.544 0.439
C -3.122 2.020 -0.878
C -4.295 1.773 -1.535
C -5.346 1.044 -0.927
C -6.562 0.789 -1.599
C -7.535 0.030 -1.011
C -7.342 -0.517 0.274
C -6.182 -0.281 0.959
C -5.167 0.520 0.385
C -3.951 0.791 1.064
C -3.626 0.171 2.381
C -4.187 0.659 3.587
C -5.135 1.710 3.597
C -5.684 2.123 4.778
C -5.308 1.518 5.995
C -4.374 0.519 6.016
C -3.782 0.066 4.817
C -2.800 -0.953 4.807
C -2.256 -1.413 3.643
C -2.691 -0.862 2.423
S -2.244 -1.484 0.813
O -0.668 -1.237 0.674
C -2.625 -3.197 0.969
C -2.077 -4.165 1.799
C -2.731 -5.377 1.913
C -3.925 -5.641 1.237
C -4.667 -6.922 1.449
C -4.430 -4.669 0.368
C -3.785 -3.457 0.229
H -3.238 7.319 4.344
H -4.170 7.463 2.842
H -2.557 8.145 2.937
H -2.289 5.153 4.696
H -1.506 2.987 3.816
H -1.973 4.459 -0.205
H -2.756 6.595 0.691
H -2.325 2.583 -1.348
H -4.437 2.154 -2.539
H -6.709 1.203 -2.589
H -8.464 -0.159 -1.533
H -8.124 -1.116 0.722
H -6.030 -0.694 1.949
H -5.430 2.171 2.663
H -6.418 2.918 4.786
H -5.761 1.855 6.917
H -4.087 0.062 6.954
H -2.496 -1.391 5.750
H -1.512 -2.198 3.659
H -1.154 -3.993 2.338
H -2.310 -6.139 2.556
H -4.137 -7.585 2.127
H -4.832 -7.442 0.505
H -5.651 -6.712 1.872
H -5.330 -4.863 -0.202
H -4.186 -2.692 -0.426
```

## Properties
Total charge   +3
Strongest force on any atom   0.87 eV/A
HOMO-LUMO gap   0.2768 Eh
E   -101974.94281 eV

***

(5)
ORCA calculation (ωB97M-V with the def2-TZVPD basis set) on a molecular structure, C40H32BrCl3CrO3P2.

The geometry in XYZ format:
```
82
Properties=species:S:1:pos:R:3
Cr -0.175 -0.616 -0.121
C -0.698 1.085 3.108
C 0.748 1.040 2.606
P 1.051 1.326 0.813
C 0.884 3.107 0.470
C 1.564 3.979 1.319
C 1.539 5.345 1.084
C 0.863 5.848 -0.019
C 0.210 4.982 -0.886
C 0.216 3.617 -0.636
C 2.851 1.141 0.653
C 3.632 0.520 1.616
C 5.006 0.411 1.428
C 5.595 0.917 0.282
C 4.813 1.540 -0.685
C 3.448 1.654 -0.498
C -1.652 0.353 2.152
P -2.170 1.587 0.869
C -2.669 0.555 -0.558
C -3.922 -0.077 -0.661
C -4.280 -0.728 -1.820
C -3.397 -0.793 -2.908
C -2.157 -0.204 -2.825
C -1.802 0.483 -1.658
C -3.738 2.248 1.508
C -4.530 1.661 2.492
C -5.714 2.266 2.896
C -6.121 3.457 2.313
C -5.338 4.054 1.333
C -4.148 3.458 0.943
H -1.024 2.120 3.241
H -0.726 0.622 4.095
H 1.143 0.034 2.770
H 1.378 1.736 3.163
H 2.137 3.599 2.157
H 2.062 6.014 1.756
H 0.852 6.913 -0.208
H -0.306 5.367 -1.755
H -0.315 2.961 -1.310
H 3.194 0.096 2.509
H 5.611 -0.074 2.183
H 6.665 0.832 0.141
H 5.269 1.938 -1.582
H 2.848 2.148 -1.254
H -2.500 -0.124 2.641
H -1.081 -0.509 1.764
H -4.620 -0.016 0.165
H -5.256 -1.192 -1.893
H -3.692 -1.307 -3.813
H -1.463 -0.253 -3.652
H -0.868 1.047 -1.654
H -4.243 0.728 2.959
H -6.318 1.802 3.664
H -7.044 3.926 2.629
H -5.647 4.989 0.884
H -3.527 3.941 0.196
Cl -0.099 -7.620 0.349
C 0.060 -5.908 0.553
C -0.879 -5.065 -0.016
C -0.694 -3.713 0.174
Cl -1.813 -2.527 -0.486
C 0.354 -3.164 0.887
O 0.485 -1.829 1.030
C 1.271 -4.043 1.450
Cl 2.607 -3.403 2.344
C 1.129 -5.408 1.284
H -1.714 -5.451 -0.583
H 1.856 -6.079 1.719
Br 3.695 -6.135 -5.286
C 3.096 -4.734 -4.180
C 3.980 -4.157 -3.279
C 3.534 -3.132 -2.462
C 2.219 -2.690 -2.554
C 1.347 -3.277 -3.463
C 1.782 -4.306 -4.283
C 1.762 -1.628 -1.626
O 2.459 -1.185 -0.740
O 0.492 -1.219 -1.760
H 5.001 -4.509 -3.219
H 4.197 -2.668 -1.744
H 0.324 -2.927 -3.523
H 1.113 -4.772 -4.994
```

## Properties
ΔE to the lowest compared entry with this formula, charge and spin   59.3 kcal/mol
Total charge   +1
Strongest force on any atom   0.91 eV/A
HOMO-LUMO gap (alpha / beta)   0.2507 / 0.2681 Eh
E   -202745.39625 eV
2S+1   2